1.
The following is a quantum chemistry calculation of a molecular structure, C18H14F5IMoN2S, from the Open Molecules 2025 dataset.

As for the total charge: +2. As for the spin multiplicity: 3. The calculation puts the LUMO energy (spin up / spin down) at -0.3648 / -0.3335 hartree. As for the expectation value of S²: 2.1846. The value obtained for the strongest force on any atom is 4.174 eV Å⁻¹. The calculation puts the energy at -56232.9690 eV.

CARTESIAN COORDINATES (ANGSTROEM)
C (3.011, 1.235, 4.403)
C (0.051, -2.904, -1.410)
F (2.354, 3.542, 4.279)
C (-1.841, 2.777, -3.140)
F (2.936, -1.424, 1.958)
C (-0.933, 0.126, -3.340)
H (-1.712, -1.339, 3.623)
F (3.624, -1.054, 4.574)
H (-0.068, -4.913, -1.889)
H (-1.836, 0.041, -5.230)
C (2.280, 0.852, 1.786)
C (-2.001, 2.016, -4.298)
C (-1.391, 0.819, 3.275)
H (0.095, -0.848, 3.934)
N (0.004, -1.649, -1.962)
C (-0.923, -0.668, 3.504)
H (-0.521, 1.398, 3.532)
C (-1.201, 2.210, -2.059)
C (-0.891, -2.330, -4.008)
S (1.985, 0.639, 0.042)
C (3.175, -0.022, 3.834)
H (-2.478, 2.495, -5.140)
C (2.808, -0.206, 2.523)
Mo (-0.130, -0.111, -0.747)
H (-1.429, 0.984, 2.152)
I (-2.816, -0.798, -0.213)
H (-2.174, 3.798, -3.006)
C (2.528, 2.333, 3.682)
C (-1.617, 0.686, -4.402)
C (-0.645, -3.620, -3.575)
C (-0.223, -3.931, -2.280)
H (-1.304, -2.051, -4.955)
H (-2.361, 1.168, 3.528)
C (-0.601, -1.290, -3.158)
F (3.306, 1.414, 5.709)
H (-0.711, -0.928, 2.405)
C (2.165, 2.142, 2.350)
H (0.332, -2.907, -0.348)
F (1.660, 3.188, 1.642)
N (-0.635, 0.983, -2.289)
H (-1.067, 2.583, -1.037)
H (-0.805, -4.437, -4.248)


2.
The following is a quantum chemistry calculation of 2 unconnected molecules or ions with the total composition C4H7IN2, from the Open Molecules 2025 dataset.

As for the total charge: 0. The calculation puts the LUMO energy at 0.0175 hartree. Its energy relative to the best compared isomer or geometry (same formula, charge and spin) is 343.5 kJ/mol. The value obtained for the strongest force on any atom is 3.463 eV Å⁻¹. The calculation puts the energy at -15338.5642 eV.

CARTESIAN COORDINATES (ANGSTROEM)
N (-1.096, -0.618, -3.735)
H (0.131, 1.336, 3.717)
C (-0.049, -0.028, -3.289)
C (-0.175, -0.512, 0.907)
H (-1.399, 0.852, 1.979)
H (1.224, 1.328, 2.160)
N (-0.126, -1.228, -0.056)
C (0.522, 0.766, 2.806)
H (-0.074, -2.200, -0.251)
H (0.232, 0.320, -2.152)
C (-0.462, 0.350, 1.809)
H (1.195, -0.107, 3.187)
H (-1.638, -1.047, -2.879)
I (1.714, 0.788, -4.204)


3.
The following is a quantum chemistry calculation of 2 unconnected molecules or ions with the total composition C3H11NP, from the Open Molecules 2025 dataset.

As for the total charge: +1. The calculation puts the LUMO energy (spin up / spin down) at -0.2538 / -0.1529 hartree. Its energy relative to the best compared isomer or geometry (same formula, charge and spin) is 484.9 kJ/mol. The value obtained for the strongest force on any atom is 3.626 eV Å⁻¹. The calculation puts the energy at -14058.2204 eV.

CARTESIAN COORDINATES (ANGSTROEM)
C (-1.328, -0.948, -0.719)
C (2.937, -0.364, -1.157)
H (3.680, -0.249, -0.376)
H (2.695, 0.122, -2.102)
H (2.342, -1.270, -0.904)
H (-0.190, -0.580, 2.504)
P (-0.200, 0.096, 0.227)
H (-0.507, 2.334, 0.307)
C (-0.805, 0.071, 1.991)
H (-1.275, -2.059, -0.271)
N (-0.781, 1.562, -0.246)
H (-0.671, 1.145, 2.437)
H (-1.899, -0.141, 1.991)
H (-0.874, -1.044, -1.807)
H (-2.369, -0.469, -0.629)
H (-0.754, 1.795, -1.246)


4.
The following is a quantum chemistry calculation of C8H9N3 in the gas phase, from the Open Molecules 2025 dataset.

As for the total charge: 0. The calculation puts the LUMO energy at 0.0311 hartree. Its energy relative to the best compared isomer or geometry (same formula, charge and spin) is 61.4 kJ/mol. The value obtained for the strongest force on any atom is 1.214 eV Å⁻¹. The calculation puts the energy at -12911.5731 eV.

CARTESIAN COORDINATES (ANGSTROEM)
H (-0.838, 2.202, 0.083)
C (-1.482, -1.136, 0.244)
H (-1.048, -2.100, 0.448)
H (-3.246, 2.187, -0.299)
N (-3.490, 0.140, -0.261)
C (-1.362, 1.244, 0.061)
C (2.615, 0.941, -0.206)
N (1.491, -1.069, -0.064)
N (1.504, 1.275, 0.299)
H (3.555, -0.936, 0.423)
H (-3.458, -1.917, -0.062)
H (0.919, -0.127, 1.701)
C (-2.735, 1.237, -0.170)
C (-2.845, -1.009, -0.022)
H (3.316, 1.707, -0.512)
C (0.791, 0.027, 0.611)
C (-0.715, 0.033, 0.293)
H (3.189, -0.892, -1.296)
C (2.826, -0.576, -0.307)
H (1.012, -1.233, -0.964)


5.
The following is a quantum chemistry calculation of 9 unconnected molecules or ions with the total composition C58H57F13O2S, from the Open Molecules 2025 dataset.

As for the total charge: 0. The calculation puts the LUMO energy at 0.0045 hartree. The value obtained for the strongest force on any atom is 4.233 eV Å⁻¹. The calculation puts the energy at -111325.7512 eV.

CARTESIAN COORDINATES (ANGSTROEM)
C (4.432, 2.847, 5.376)
C (2.716, 1.779, -1.904)
C (-6.930, -7.435, -2.159)
F (-3.521, -3.996, -1.780)
H (6.855, -0.999, -1.448)
C (6.260, 1.757, 0.426)
C (-5.854, -2.831, 0.379)
C (4.001, 2.105, -2.317)
C (0.927, 7.712, 4.156)
C (1.951, 8.115, 5.002)
C (-5.080, -1.724, -2.942)
H (-7.710, -8.974, -3.435)
H (6.164, -4.109, -1.922)
C (-8.506, -6.425, -0.648)
C (4.239, 3.316, -2.952)
H (4.817, 1.415, -2.142)
H (-6.435, -5.874, -0.771)
C (1.907, 3.876, -2.761)
F (2.170, -1.658, 0.546)
C (4.558, 1.865, 4.403)
F (1.667, -3.735, 0.825)
H (-3.356, 10.480, 0.762)
C (-5.866, -0.761, 1.602)
H (1.729, -3.891, -1.775)
C (-7.932, -8.261, -2.650)
C (-0.511, 8.646, 0.861)
H (3.947, 7.723, 5.690)
H (-9.999, -8.823, -2.515)
C (6.214, 0.431, 0.017)
F (-1.058, -3.845, 1.363)
C (1.418, -2.677, 0.041)
C (-1.356, 9.739, 0.999)
C (1.955, -2.893, -1.389)
H (-8.884, -2.286, 1.788)
H (7.256, 2.226, 7.140)
H (-5.926, -7.507, -2.558)
H (8.134, 0.659, -2.765)
H (1.091, 4.567, -2.934)
H (-10.511, -7.185, -0.737)
C (6.501, 2.127, 6.370)
H (-5.807, 0.190, -2.300)
C (-1.007, 7.441, 0.378)
C (-7.849, -2.119, 1.517)
H (5.655, -0.292, 0.588)
F (-0.170, -1.530, 1.294)
C (7.606, 0.968, -1.871)
C (6.630, 1.148, 5.393)
H (3.798, 1.759, 3.638)
H (2.422, 5.027, 2.734)
H (8.198, 3.024, -2.046)
H (3.721, -2.782, -2.561)
H (-0.970, 10.677, 1.378)
C (3.313, 6.295, 4.219)
C (1.669, 2.666, -2.123)
H (4.806, -5.319, -2.369)
F (-1.969, -6.629, -0.949)
C (5.231, -3.480, 0.346)
F (-3.215, -5.156, 0.189)
C (7.644, 2.296, -1.466)
C (3.483, -2.694, -1.490)
H (-4.169, -1.512, 0.534)
C (-9.506, -7.255, -1.136)
C (5.404, 2.979, 6.359)
C (3.191, 4.200, -3.179)
C (-6.077, -0.101, -4.410)
C (-4.905, -2.587, -4.016)
H (-4.234, 8.343, -0.115)
F (-0.183, -5.128, -0.803)
O (5.496, -2.421, 0.743)
H (-4.445, -3.554, -3.867)
H (-7.690, -3.938, 0.390)
C (1.098, 6.604, 3.336)
H (1.497, -2.164, -2.068)
H (3.574, 3.508, 5.367)
H (-5.192, -2.884, -6.122)
H (1.819, 8.981, 5.639)
C (3.146, 7.408, 5.032)
H (6.791, -5.916, -0.497)
H (-5.354, 0.130, 1.942)
H (0.668, 2.414, -1.796)
F (-0.313, -1.254, -0.800)
O (5.742, -4.686, 0.715)
C (-5.197, -1.686, 0.810)
F (-2.318, -2.559, 0.239)
H (5.307, 3.748, 7.116)
H (0.534, 8.732, 1.129)
C (-7.191, -0.979, 1.956)
H (-4.760, -2.016, -1.953)
C (-0.046, -2.166, 0.118)
H (3.376, 5.142, -3.680)
C (-5.906, -0.964, -5.483)
H (3.548, -4.615, -0.495)
C (6.889, 0.036, -1.131)
C (4.257, -3.827, -0.783)
C (-7.217, -6.518, -1.156)
C (6.974, 2.690, -0.315)
C (5.659, 1.019, 4.409)
F (-4.018, -6.148, -1.611)
C (-2.346, 7.333, 0.026)
H (-7.711, -0.259, 2.576)
H (-6.531, 0.871, -4.564)
C (2.290, 5.894, 3.370)
H (-0.006, 8.263, 4.134)
H (7.488, 0.487, 5.398)
H (7.007, 3.725, 0.003)
H (5.759, 0.257, 3.645)
S (-2.731, -5.277, -1.303)
F (-0.915, -3.607, -2.100)
H (-6.227, -0.668, -6.474)
H (5.738, 2.064, 1.324)
C (-3.190, 8.427, 0.162)
C (-5.322, -2.209, -5.286)
C (5.758, -5.553, -0.441)
C (5.265, -4.662, -1.629)
H (-8.732, -5.708, 0.130)
H (5.242, 3.571, -3.271)
C (-2.696, 9.629, 0.652)
H (-5.334, -3.555, -0.233)
C (-7.179, -3.046, 0.730)
C (-5.668, -0.482, -3.139)
H (4.243, 5.739, 4.245)
H (-2.732, 6.395, -0.354)
H (5.157, -6.466, -0.322)
C (-1.157, -4.279, -0.994)
H (3.812, -1.693, -1.197)
H (0.302, 6.294, 2.672)
F (-2.274, -5.498, -2.823)
H (-0.350, 6.586, 0.276)
C (-1.183, -3.271, 0.176)
H (2.529, 0.832, -1.410)
C (-9.219, -8.174, -2.136)


6.
The following is a quantum chemistry calculation of C5H8O in the gas phase, from the Open Molecules 2025 dataset.

As for the total charge: 0. The calculation puts the LUMO energy at 0.0292 hartree. Its energy relative to the best compared isomer or geometry (same formula, charge and spin) is 191.0 kJ/mol. The value obtained for the strongest force on any atom is 1.061 eV Å⁻¹. The calculation puts the energy at -7360.2753 eV.

CARTESIAN COORDINATES (ANGSTROEM)
H (2.260, 0.778, 0.094)
H (0.432, 2.153, -0.438)
O (-2.140, 1.652, -0.612)
C (1.303, -1.159, 0.260)
H (-1.202, 0.723, 1.026)
H (-1.477, -0.225, -0.524)
H (0.542, -3.121, 0.289)
C (0.335, -2.071, 0.099)
H (-0.673, -1.845, -0.234)
C (-1.201, 0.741, -0.087)
H (-1.993, 2.511, -0.199)
C (1.284, 0.298, 0.021)
H (2.282, -1.529, 0.567)
C (0.246, 1.094, -0.262)


> What is the strongest force on any atom in the third record?

3.626 eV Å⁻¹